Record 1
A structure of composition C42H61N5O2P2S4Tl at a distorted geometry, computed with wB97M-V/def2-TZVPD.

```
117
Properties=species:S:1:pos:R:3:lowdin_charge:R:1
Tl -0.69678 -0.91689 0.08699 0.857
C -4.72077 -1.14520 3.06381 -0.075
C -3.63162 -1.39499 1.96243 -0.500
C -3.11452 -2.88663 1.92744 -0.097
P -2.25980 -0.18556 1.89914 0.999
C -1.67570 0.28274 3.54539 -0.516
C -0.98523 -0.86753 4.26081 -0.101
C -0.79045 1.55359 3.45791 -0.100
C -2.85458 1.36232 1.20150 -0.313
C -3.96065 1.99057 1.84525 -0.039
C -4.66103 2.97197 1.21859 -0.306
C -5.74303 3.70369 1.87812 -0.050
C -4.26332 3.30836 -0.04802 -0.035
C -3.17321 2.80926 -0.67662 0.003
C -2.40857 1.82236 -0.01933 -0.289
N -1.31926 1.15257 -0.63023 -0.098
C -1.02097 1.37260 -1.98949 -0.344
C -0.58315 2.57500 -2.51266 -0.008
C -0.21413 2.70430 -3.85306 -0.008
C -0.35021 1.64335 -4.71648 -0.271
C 0.03855 1.73058 -6.16815 -0.034
C -0.93240 0.49520 -4.21624 -0.031
C -1.27584 0.33394 -2.87913 -0.330
P -1.88080 -1.17476 -2.18695 1.064
C -1.57826 -2.58167 -3.39956 -0.517
C -2.50881 -2.84890 -4.56264 -0.104
C -1.43438 -3.81542 -2.55955 -0.140
C -3.73982 -0.88913 -1.99486 -0.468
C -4.33360 -0.21537 -3.22629 -0.081
C -4.38428 -2.17983 -1.46557 -0.109
H -5.48158 -1.92892 2.83579 0.095
H -5.17489 -0.14675 3.07144 0.064
H -4.27223 -1.32189 4.05964 0.082
H -4.16968 -1.25999 0.98762 0.095
H -2.47277 -3.12013 2.76322 0.056
H -2.62810 -3.15323 0.97314 0.050
H -4.04120 -3.45945 2.00491 0.084
H -2.64339 0.49174 4.06103 0.117
H -0.17304 -1.31722 3.63426 0.068
H -1.67197 -1.68382 4.53422 0.077
H -0.47881 -0.53682 5.17648 0.092
H 0.16253 1.27008 3.00945 0.031
H -0.58110 1.92489 4.46871 0.095
H -1.27320 2.40695 2.99640 0.078
H -4.16960 1.62169 2.84172 0.097
H -5.57694 4.72292 1.69381 0.064
H -5.67311 3.58784 2.96746 0.087
H -6.80755 3.44161 1.64606 0.106
H -4.80407 4.09428 -0.57918 0.133
H -2.88697 3.22372 -1.60066 0.099
H -0.38232 3.32842 -1.81245 0.107
H 0.21490 3.61421 -4.10674 0.098
H 1.00801 1.29488 -6.33082 0.078
H 0.02198 2.77963 -6.54261 0.096
H -0.73593 1.16882 -6.69368 0.080
H -1.07987 -0.34966 -4.91979 0.119
H -0.54609 -2.25711 -3.74230 0.109
H -3.56971 -2.98276 -4.28796 0.075
H -2.15312 -3.76024 -5.15211 0.115
H -2.52231 -2.00978 -5.25795 0.057
H -2.32137 -4.12379 -1.97562 0.079
H -0.64062 -3.75562 -1.81758 0.056
H -1.18068 -4.68241 -3.22028 0.105
H -3.76392 -0.19266 -1.13616 0.089
H -4.02852 -0.61044 -4.21776 0.077
H -4.04509 0.83500 -3.26212 0.075
H -5.41943 -0.21400 -3.15206 0.086
H -4.53912 -2.96315 -2.22711 0.084
H -5.39494 -2.00253 -1.16645 0.078
H -3.83952 -2.61675 -0.65311 0.028
C 4.77326 0.42135 3.89286 -0.537
C 5.60749 0.73923 2.61669 -0.528
S 4.70716 0.73423 1.07235 0.894
C 4.60551 2.53017 0.67374 -0.493
C 3.23267 3.05114 0.26448 -0.523
S 1.73971 2.87891 1.33008 0.835
C 2.22009 3.44925 2.95208 -0.568
C 3.29666 2.76164 3.81683 -0.512
S 3.05784 0.97350 3.98115 0.827
H 5.38349 0.70314 4.76299 0.086
H 4.59725 -0.62721 3.98615 0.031
H 6.42254 0.03591 2.63126 0.070
H 6.08760 1.66937 2.73690 0.048
H 5.25058 2.66295 -0.20203 0.065
H 4.98731 3.12720 1.51558 0.069
H 2.94825 2.48678 -0.66486 0.060
H 3.35380 4.09370 -0.07220 0.080
H 2.46728 4.54841 2.95080 0.101
H 1.28741 3.39912 3.47071 0.028
H 3.26884 3.23110 4.80076 0.077
H 4.28598 2.97783 3.44880 0.049
N 7.25362 0.32984 -2.92390 0.101
C 6.05968 -0.18124 -2.37899 -0.311
C 6.03676 -1.40209 -1.73770 -0.036
C 4.86926 -1.96247 -1.26397 -0.063
C 3.67402 -1.29111 -1.47284 -0.341
C 3.66891 -0.00904 -2.04446 -0.094
C 4.85715 0.53753 -2.48993 -0.045
S 2.16022 -2.11100 -1.35321 0.619
O 2.50308 -3.50731 -1.28173 -0.276
O 1.28864 -1.66127 -2.42346 -0.331
N 1.37437 -1.65776 0.05428 -0.195
C 1.62878 -2.48364 1.13969 -0.526
N 2.90724 -2.63599 1.47290 0.156
C 3.15923 -3.36496 2.52850 -0.095
C 2.12847 -3.93757 3.29059 -0.033
C 0.85669 -3.71213 2.87461 -0.142
N 0.60694 -3.03637 1.76396 0.105
H 8.08550 -0.20657 -2.66455 0.096
H 7.46114 1.32165 -2.89425 0.093
H 6.96255 -1.98595 -1.62671 0.126
H 4.89990 -2.90591 -0.77427 0.109
H 2.70349 0.48040 -2.31188 0.127
H 4.80359 1.57878 -2.89035 0.130
H 4.23292 -3.57911 2.69879 0.131
H 2.41177 -4.43178 4.20077 0.104
H 0.01732 -4.10080 3.42960 0.114
```

For the energy above the lowest of the compared OMol25 structures with the same formula, charge and spin, the calculation gives 0.0 kcal/mol. The LUMO energy is -2.51 eV. Its gap between HOMO and LUMO is 0.262 hartree. As for the total charge: +1.



Record 2
A cluster of 5 separate species, C38H79N6O12S3 in total at a distorted geometry, computed with wB97M-V/def2-TZVPD.

```
138
Properties=species:S:1:pos:R:3:lowdin_charge:R:1
C -3.20302 -2.14342 -1.39420 -0.046
C -2.83799 -2.54063 0.03760 -0.241
O -1.69451 -1.78420 0.44239 -0.156
C -1.03838 -2.32666 1.55627 -0.199
C 0.18501 -3.18424 1.18620 -0.169
O 0.78179 -2.78059 -0.02989 -0.112
C 1.95614 -2.02249 0.10257 -0.192
C 3.15472 -2.84304 0.55831 -0.135
O 4.32388 -2.03170 0.74796 -0.062
C 4.20059 -1.09297 1.73729 -0.217
O 3.90433 -1.74997 2.99789 0.064
C 4.11542 -1.02054 4.10698 -0.439
O 4.63243 -1.42805 5.10550 0.207
C 3.53901 0.37216 4.01072 -0.061
C 4.35197 1.45918 3.74179 0.074
C 3.77484 2.68821 3.59297 0.023
N 2.45250 2.86641 3.69702 0.007
C 1.93379 4.23780 3.44481 -0.084
C 2.47690 4.80710 2.12036 -0.236
C 1.37080 5.50799 1.32147 -0.475
S 1.85094 5.46337 -0.43247 0.870
C 0.21294 5.66654 -1.19753 -1.095
S -0.63621 6.99616 -0.91462 0.783
N -0.22367 4.62327 -2.03536 -0.224
C -0.26115 3.31150 -1.38214 -0.160
C -1.10385 2.38465 -2.30376 -0.174
O -1.33165 3.01495 -3.53748 -0.130
C -0.10179 3.39279 -4.11900 -0.153
C 0.57318 4.49589 -3.25331 -0.141
C 1.65905 1.81844 4.00488 -0.173
S -0.13959 1.96784 4.23836 0.675
C -0.82519 1.88063 2.61637 -0.096
O -0.48723 0.76329 4.93131 -0.270
O -0.43008 3.23049 4.84561 -0.271
C 2.17367 0.56580 4.16073 0.066
H -4.18773 -1.68716 -1.43673 0.066
H -3.19092 -3.02041 -2.03763 0.071
H -2.44746 -1.45928 -1.77262 0.072
H -2.63514 -3.61221 0.07930 0.105
H -3.65691 -2.31477 0.72472 0.112
H -0.74223 -1.50626 2.21992 0.104
H -1.70924 -2.96397 2.14160 0.125
H -0.09857 -4.23076 1.07701 0.130
H 0.88013 -3.13660 2.03033 0.116
H 2.15676 -1.56046 -0.86306 0.141
H 1.75705 -1.19911 0.80299 0.110
H 2.93443 -3.41820 1.45651 0.121
H 3.40947 -3.56131 -0.21695 0.141
H 3.42059 -0.37278 1.47441 0.124
H 5.15726 -0.57398 1.82491 0.119
H 5.42095 1.34472 3.63394 0.150
H 4.37484 3.55535 3.36503 0.157
H 2.19387 4.85508 4.30114 0.154
H 0.85610 4.20194 3.39749 0.085
H 2.85480 3.99312 1.49972 0.093
H 3.28554 5.50443 2.32720 0.120
H 1.28315 6.55363 1.60424 0.079
H 0.41520 5.00614 1.45416 0.065
H 0.75948 2.91328 -1.30240 0.103
H -0.68247 3.40053 -0.38258 0.105
H -2.07569 2.18746 -1.85979 0.124
H -0.56955 1.44261 -2.46433 0.120
H 0.54385 2.50833 -4.17541 0.125
H -0.29366 3.72389 -5.13525 0.105
H 1.59865 4.16994 -3.03322 0.109
H 0.59705 5.43682 -3.79576 0.129
H -1.80159 1.42844 2.78104 0.063
H -0.93650 2.88105 2.20809 0.066
H -0.23719 1.22750 1.97503 0.081
H 1.50744 -0.25223 4.38958 0.145
C -2.02494 3.57489 -10.50890 -0.069
C -0.66433 4.08452 -10.04318 -0.435
C -0.23722 3.56097 -8.66651 -0.210
O -0.89617 4.15743 -7.56484 -0.208
C -2.19132 3.65611 -7.28291 -0.099
N -0.65622 5.54731 -10.11597 0.040
H -2.84277 4.11204 -10.02933 0.065
H -2.12963 3.72513 -11.58233 0.077
H -2.14443 2.50956 -10.30244 0.078
H 0.08319 3.71701 -10.75266 0.135
H 0.82105 3.79822 -8.52898 0.120
H -0.33483 2.46763 -8.61639 0.120
H -2.25581 2.58100 -7.47412 0.096
H -2.96318 4.17424 -7.85515 0.079
H -2.38130 3.83626 -6.22443 0.079
H 0.28154 5.89431 -9.93885 0.071
H -1.21308 5.90612 -9.34542 0.070
C -5.61803 -8.08840 1.58522 -0.067
C -5.08599 -7.07987 0.57181 -0.431
C -3.64929 -6.61689 0.84072 -0.211
O -3.50767 -5.69782 1.90804 -0.211
C -3.50518 -6.26467 3.20537 -0.102
N -6.02409 -5.95762 0.47932 0.043
H -5.92566 -7.60559 2.51244 0.065
H -6.49450 -8.59269 1.18136 0.078
H -4.87040 -8.84721 1.82333 0.079
H -5.06929 -7.57449 -0.40386 0.137
H -3.29868 -6.08161 -0.04665 0.113
H -2.97748 -7.47330 0.98798 0.122
H -3.00977 -7.23978 3.21320 0.093
H -4.51574 -6.37003 3.60508 0.077
H -2.95553 -5.58521 3.85676 0.084
H -5.75281 -5.34738 -0.28612 0.067
H -5.91633 -5.38763 1.31396 0.067
C -7.70945 1.48894 1.98464 -0.069
C -7.78846 -0.03483 2.01390 -0.431
C -6.72501 -0.70189 2.89423 -0.199
O -5.41835 -0.72901 2.34277 -0.195
C -4.68678 0.46866 2.45811 -0.112
N -7.77453 -0.53556 0.63731 0.043
H -6.91700 1.83975 1.32315 0.063
H -8.64407 1.90194 1.60880 0.078
H -7.53489 1.89896 2.98146 0.078
H -8.75470 -0.30332 2.45019 0.138
H -6.99993 -1.75120 3.02129 0.123
H -6.70060 -0.25037 3.89501 0.122
H -4.89880 0.98854 3.39840 0.096
H -4.89160 1.13886 1.61863 0.080
H -3.62643 0.20615 2.42550 0.065
H -7.96481 -1.53327 0.63261 0.073
H -6.82724 -0.45195 0.27910 0.063
C 7.86886 -2.64092 2.49867 -0.054
C 8.08245 -1.85208 1.21055 -0.423
C 9.49222 -1.96306 0.62131 -0.208
O 10.47853 -1.21846 1.30215 -0.187
C 11.00366 -1.81897 2.47253 -0.100
N 7.69986 -0.45129 1.43984 0.037
H 8.29756 -2.13251 3.36232 0.069
H 6.80185 -2.76174 2.69221 0.065
H 8.31175 -3.63521 2.43266 0.085
H 7.39779 -2.26162 0.46203 0.133
H 9.46848 -1.54986 -0.39032 0.125
H 9.79682 -3.01396 0.53414 0.125
H 11.07593 -2.90482 2.36371 0.093
H 10.40492 -1.58409 3.35594 0.074
H 12.00325 -1.41488 2.62294 0.090
H 7.71713 0.04929 0.55544 0.078
H 8.43610 -0.00945 1.98498 0.073
```

The LUMO energy is -4.78 eV. Its gap between HOMO and LUMO is 0.207 hartree. As for the total charge: +1.



Record 3
A structure of composition C13H32N4O3RuSi3, computed with wB97M-V/def2-TZVPD.

```
56
Properties=species:S:1:pos:R:3:mulliken_spin:R:1
Ru -0.27435 -0.31364 0.43852 3.162
C -1.22930 -0.13247 -2.65275 -0.007
O -1.47197 0.22078 -1.26323 0.080
Si -1.83345 1.77549 -0.64240 0.098
C -0.92378 3.04756 -1.60882 0.002
C -3.65471 2.05903 -0.55304 0.023
C -1.10117 1.31804 1.07585 0.009
Si -2.19359 0.16199 2.23740 0.074
C -3.54204 1.08601 3.09922 0.018
C -2.93617 -1.19213 1.13882 0.037
C -0.98434 -0.69958 3.39405 0.033
Si -0.32186 2.85202 2.02399 0.043
C 0.09709 2.38880 3.77093 0.010
C 1.18777 3.47471 1.12573 0.010
C -1.67001 4.13882 1.97274 0.001
H -2.19162 -0.21454 -3.15264 0.002
H -0.71481 -1.08888 -2.66645 0.003
H -0.60474 0.62630 -3.11770 0.000
H -1.36813 3.11878 -2.60572 0.002
H 0.13567 2.81862 -1.71824 0.002
H -1.02568 4.03292 -1.15211 0.000
H -4.03130 2.34324 -1.53925 0.003
H -3.88947 2.88155 0.12549 0.001
H -4.20608 1.17728 -0.22921 -0.003
H -4.19667 1.59995 2.39607 -0.001
H -3.15157 1.80615 3.81670 0.000
H -4.14032 0.35482 3.64957 0.001
H -3.89191 -0.81795 0.76219 0.010
H -3.13081 -2.04715 1.79053 0.000
H -2.45033 -1.60843 0.24951 -0.011
H -0.95308 -0.17531 4.35062 0.005
H 0.06292 -0.76464 3.07955 -0.016
H -1.33246 -1.71872 3.57142 0.004
H 0.83802 1.59138 3.83880 0.001
H -0.76674 2.12648 4.38098 -0.001
H 0.54115 3.27971 4.22558 0.003
H 1.80519 2.69487 0.68466 0.002
H 1.81321 3.99792 1.85349 0.003
H 0.93587 4.18998 0.34463 -0.002
H -2.56592 3.84433 2.51819 -0.001
H -1.96547 4.43012 0.96292 -0.001
H -1.28321 5.04249 2.45290 0.000
O 1.24494 0.43932 -0.97598 0.175
C 2.08850 0.42189 -0.04442 0.002
O 1.68422 0.12279 1.12335 0.120
H 3.14285 0.65047 -0.21867 -0.008
N 3.14323 -4.56097 1.14490 0.004
C 2.00089 -5.14256 1.51321 -0.001
N 2.00441 -6.37511 1.99372 0.008
N 0.81260 -4.53345 1.42880 0.038
C 0.60007 -3.37647 0.96779 0.053
N 0.27156 -2.33851 0.52931 0.007
H 4.03086 -5.03076 1.21230 0.000
H 3.14121 -3.61946 0.79442 0.000
H 2.84852 -6.91422 2.08841 0.000
H 1.12585 -6.80013 2.24124 0.000
```

As for the spin multiplicity: 5. The LUMO energy (spin up / spin down) is -7.27 / -8.44 eV. Its gap between HOMO and LUMO (spin up / spin down) is 0.304 / 0.269 hartree. As for the total charge: +2. The expectation value of S² is 6.035.